[1]
Molecular formula: C5H8ClO3PS
Method: DFT, ωB97M-V with the def2-TZVPD basis set

Summary:
Largest force on an atom   3.047 eV Å⁻¹
Spin multiplicity   1
Charge   -2
HOMO-LUMO gap   5.2 eV
SMILES   C/C=C(\Cl)[C@H](SC)P(=O)([O-])[O-]

Each line ends with the Löwdin charge.
Geometry (Å):
C 1.3247 0.7140 0.5631  -0.1794
C 0.1112 0.3765 -0.0156  -0.7267
C 2.3370 1.8083 -0.0379  -0.1336
C -0.4476 -1.7876 -2.1089  -0.4536
C -0.8347 -0.7491 0.4997  -0.6686
O -2.9708 -1.0115 2.3253  -0.5012
O -2.6296 1.1860 1.0415  -0.4939
O -0.9528 0.5815 2.9230  -0.4923
P -2.0227 0.1187 1.9089  0.0512
S -1.7802 -1.5499 -0.8316  0.7081
Cl -0.6883 1.4971 -1.1127  0.6077
H 1.4561 0.0620 1.4167  0.0765
H 2.9766 1.2180 -0.7513  0.0524
H 3.0137 2.2336 0.7428  0.0419
H 1.7146 2.6315 -0.4737  0.0333
H 0.1500 -2.7092 -1.7672  0.0319
H 0.2156 -0.9448 -2.2471  -0.0090
H -0.8175 -2.1234 -3.0404  -0.0232
H -0.1553 -1.5518 0.9654  0.0787

Cartesian forces (eV/Å) of the 3 atoms listed first:
-1.7 0.2 -2.4
0.6 0.3 1.7
-1.2 -1.5 1.2

=====

[2]
Molecular formula: C3H5FOS
Method: DFT, ωB97M-V with the def2-TZVPD basis set

Summary:
Largest force on an atom   4.924 eV Å⁻¹
Spin multiplicity   1
Charge   0
HOMO-LUMO gap   10.0 eV
SMILES   O[C@@H]1[C@@H](F)[C@@H]1S

Each line ends with the Löwdin charge.
Geometry (Å):
C -0.8417 0.1924 -0.2412  -0.5138
C 0.6096 -0.3712 -0.6405  -0.3459
C 0.5812 0.9269 0.0770  -0.1941
H -1.2634 0.0991 2.0487  -0.1113
H -1.3796 0.8149 -1.0529  0.1217
H 0.8479 -0.2016 -1.6605  0.1286
H 0.3618 -2.3923 0.0981  0.1974
H 0.9534 1.1487 1.1213  0.1641
O 1.0362 -1.4959 0.1036  -0.1148
F 0.8571 1.9640 -0.8916  -0.0581
S -1.7624 -0.6849 1.0380  0.7259

Cartesian forces (eV/Å) of the 3 atoms listed first:
2.3 1.9 -1.2
-2.1 -0.6 2.3
-1.2 0.1 -0.7

=====

[3]
Molecular formula: C5H13NS
Method: DFT, ωB97M-V with the def2-TZVPD basis set

Summary:
Largest force on an atom   3.680 eV Å⁻¹
Spin multiplicity   1
Charge   0
HOMO-LUMO gap   9.2 eV
SMILES   CSCC[C@H](C)N

Each line ends with the Löwdin charge.
Geometry (Å):
C -2.7097 -1.8359 -0.6384  -0.0924
C -1.7631 -0.6603 -0.1127  -0.4014
C -0.4604 -0.4993 -0.9135  -0.2880
C 0.6501 0.5391 -0.5292  -0.5664
S 1.8122 -0.0187 0.7254  0.7519
C 2.9922 1.4707 0.5506  -0.3301
N -2.1977 0.8258 0.2338  0.0219
H -2.1121 -2.8508 -0.5263  0.0999
H -3.0259 -1.6189 -1.8040  0.1096
H -3.6634 -1.8424 0.0475  0.0874
H -1.4528 -1.0840 0.8489  0.1072
H -0.0052 -1.4527 -0.9609  0.0742
H -0.9099 -0.3697 -1.8996  0.0999
H 0.0111 1.3045 0.0187  0.0550
H 1.0344 1.0169 -1.5933  0.1407
H 3.7743 1.1372 -0.0936  0.0122
H 3.1800 1.6514 1.5830  0.0051
H 2.5214 2.2313 -0.0315  0.0164
H -2.2221 1.1526 1.2299  0.0853
H -2.9956 1.1584 -0.2018  0.0116

Cartesian forces (eV/Å) of the 3 atoms listed first:
-0.7 1.1 -1.0
0.7 1.2 2.6
-0.6 -0.1 -0.7

=====

[4]
Molecular formula: C4H8NO2
Method: DFT, ωB97M-V with the def2-TZVPD basis set

Summary:
Largest force on an atom   4.516 eV Å⁻¹
Spin multiplicity   1
Charge   -1
HOMO-LUMO gap   8.1 eV

Each line ends with the Löwdin charge.
Geometry (Å):
C 0.8639 -1.2980 0.4073  -0.0829
C 0.2347 0.0351 -0.2643  -0.4502
C 1.3364 1.0526 -0.2982  -0.1636
N -0.9499 0.6126 0.5140  0.0340
C -2.2917 -0.0814 0.0981  -0.7169
O -3.2433 -0.0190 0.9300  -0.0892
O -2.3220 -0.5353 -1.1459  -0.1624
H 2.0138 -1.4968 0.5536  0.0783
H 0.4821 -2.2038 -0.0942  0.0475
H 0.4458 -1.3185 1.4754  0.0777
H -0.0835 -0.1219 -1.3381  0.1222
H 1.4215 1.6465 0.6744  0.0754
H 2.3813 0.5912 -0.4603  0.0695
H 1.3545 1.9405 -1.0181  0.0693
H -1.6438 1.1962 -0.0336  0.0912

Cartesian forces (eV/Å) of the 3 atoms listed first:
-0.8 -0.2 1.5
-0.2 0.3 -1.1
3.0 2.6 0.6

=====

[5]
Molecular formula: C5H9O
Method: DFT, ωB97M-V with the def2-TZVPD basis set

Summary:
Largest force on an atom   4.810 eV Å⁻¹
Spin multiplicity   1
Charge   +1
HOMO-LUMO gap   7.9 eV

Each line ends with the Löwdin charge.
Geometry (Å):
C -1.3616 -1.2180 0.3686  -0.0385
C 0.6609 1.5919 -1.4986  0.2428
C -0.0618 1.0002 0.7708  -0.0041
C 1.1473 -1.1941 0.3302  0.0596
C -0.0113 -0.6503 0.5074  -0.3065
O 0.8547 1.4537 -0.2561  -0.0055
H -1.8699 -0.5131 -0.2581  0.0780
H -1.3990 -2.1345 -0.1030  0.0737
H 1.5655 1.6666 -2.0365  0.1264
H -0.3041 1.5811 -2.0648  0.1678
H -1.1139 1.3126 0.6721  0.1343
H 0.5500 1.4614 1.6375  0.1746
H 2.1076 -0.7819 0.4361  0.0638
H 1.1500 -2.3736 0.2272  0.1416
H -1.9143 -1.2021 1.2671  0.0920

Cartesian forces (eV/Å) of the 3 atoms listed first:
0.3 2.0 0.0
-0.7 -0.5 1.8
1.0 -1.8 1.2

=====

Highest occupied orbital energy across the listed records, respectively: 0.3; -9.5; -8.2; -4.2; -14.3 eV.